C53H74N5O4P3SSr as an isolated structure at a distorted geometry, computed with ωB97M-V/def2-TZVPD.

Results
- ΔE to the lowest compared entry with this formula, charge and spin: 50.8 kcal/mol
- Kohn-Sham gap (spin up / spin down): 5.81 / 5.28 eV
- Spin multiplicity: 1

The geometry in XYZ format:
```
141
C53H74N5O4P3SSr, DFT ωB97M-V/def2-TZVPD
Sr 0.159 -0.426 -0.052
C -0.552 0.918 2.995
O -1.071 0.872 1.667
C -2.170 1.618 1.281
C -2.845 2.447 2.156
C -3.886 3.251 1.696
C -4.227 3.222 0.359
C -3.551 2.377 -0.514
C -2.523 1.547 -0.085
N -1.803 0.682 -0.948
N -2.307 0.639 -2.160
C -1.661 -0.075 -3.159
C -0.363 -0.562 -3.291
O 0.570 -0.349 -2.232
C 0.142 -1.133 -4.478
C -0.658 -1.310 -5.555
C -2.020 -0.889 -5.501
C -2.883 -1.068 -6.611
C -4.185 -0.669 -6.564
C -4.685 -0.060 -5.391
C -3.872 0.131 -4.311
C -2.511 -0.278 -4.334
H -0.813 -0.002 3.522
H -0.934 1.765 3.549
H 0.532 1.012 2.923
H -2.598 2.473 3.205
H -4.408 3.895 2.393
H -5.016 3.860 -0.021
H -3.805 2.348 -1.566
H 1.181 -1.432 -4.524
H -0.271 -1.760 -6.461
H -2.483 -1.531 -7.506
H -4.830 -0.811 -7.421
H -5.720 0.257 -5.346
H -4.250 0.606 -3.419
C 4.871 -1.903 -1.027
P 3.790 -1.004 0.075
C 4.516 0.552 0.436
N 5.866 0.372 0.688
C 6.537 1.505 1.065
C 7.917 1.438 1.311
C 8.629 2.554 1.708
C 7.976 3.776 1.872
C 6.611 3.855 1.627
C 5.882 2.743 1.223
N 4.508 2.887 0.964
C 3.867 1.822 0.556
P 2.055 2.115 0.129
C 2.287 2.295 -1.712
C 1.629 3.889 0.546
C 1.671 4.018 2.074
C 2.486 4.986 -0.094
C 0.182 4.082 0.071
C 3.629 -2.031 1.604
C 5.030 -2.348 2.154
C 2.834 -1.208 2.627
C 2.879 -3.338 1.319
H 5.869 -1.894 -0.593
H 4.899 -1.377 -1.982
H 4.530 -2.927 -1.186
H 8.407 0.481 1.176
H 9.694 2.479 1.891
H 8.527 4.654 2.185
H 6.078 4.793 1.736
H 1.338 2.483 -2.216
H 2.968 3.121 -1.904
H 2.719 1.387 -2.129
H 2.648 3.748 2.477
H 0.906 3.392 2.542
H 1.463 5.056 2.356
H 3.544 4.876 0.130
H 2.139 5.950 0.298
H 2.348 5.019 -1.175
H -0.471 3.251 0.334
H 0.127 4.219 -1.011
H -0.233 4.981 0.541
H 5.695 -1.486 2.149
H 5.504 -3.144 1.576
H 4.917 -2.702 3.182
H 3.320 -0.261 2.863
H 2.736 -1.794 3.543
H 1.818 -0.986 2.279
H 3.500 -4.049 0.770
H 1.954 -3.190 0.753
H 2.614 -3.801 2.274
O 0.785 -2.630 -1.204
S 1.674 -1.615 -1.810
N 2.277 -0.737 -0.599
O -1.635 -2.023 0.812
P -2.655 -3.067 1.208
C -3.477 -2.460 2.702
C -4.492 -3.360 3.450
C -5.350 -2.540 4.430
C -4.542 -1.392 5.025
C -4.183 -0.371 3.933
C -4.029 -1.030 2.553
C -3.669 -3.506 -0.241
C -3.646 -2.404 -1.323
C -4.677 -1.310 -1.078
C -6.078 -1.901 -0.953
C -6.145 -2.943 0.163
C -5.102 -4.042 -0.041
C -1.824 -4.586 1.720
C -2.741 -5.801 2.056
C -2.695 -6.861 0.956
C -1.280 -7.438 0.795
C -0.198 -6.371 1.042
C -0.721 -4.977 0.713
H -2.578 -2.367 3.330
H -3.955 -4.131 4.007
H -5.143 -3.880 2.750
H -5.730 -3.196 5.215
H -6.228 -2.138 3.911
H -3.631 -1.802 5.476
H -5.088 -0.904 5.833
H -3.261 0.155 4.203
H -4.962 0.392 3.870
H -3.382 -0.428 1.921
H -5.000 -1.060 2.059
H -3.065 -4.334 -0.629
H -3.853 -2.884 -2.286
H -2.652 -1.977 -1.391
H -4.634 -0.583 -1.890
H -4.421 -0.753 -0.172
H -6.339 -2.386 -1.902
H -6.819 -1.116 -0.786
H -7.140 -3.392 0.213
H -5.984 -2.447 1.122
H -5.357 -4.579 -0.962
H -5.150 -4.785 0.755
H -1.303 -4.269 2.633
H -3.769 -5.498 2.235
H -2.403 -6.250 2.994
H -3.032 -6.420 0.013
H -3.402 -7.660 1.182
H -1.169 -7.856 -0.208
H -1.146 -8.269 1.492
H 0.694 -6.588 0.453
H 0.115 -6.390 2.092
H -1.096 -4.971 -0.316
H 0.073 -4.236 0.737
```